1.
A cluster of 6 separate species, C32H32N4O4 in total at a distorted geometry. Source: the Open Molecules 2025 dataset; level of theory: wB97M-V/def2-TZVPD.

Output
Net charge = 0
Maximum force = 11.4 eV Å⁻¹
Structure (SMILES) = Oc1ccc(O)cc1.Oc1ccc(O)cc1.c1ccncc1.c1ccncc1.c1ccncc1.c1ccncc1
Frontier orbital gap = 8.0 eV
Energy above the lowest of the compared OMol25 structures with the same formula, charge and spin = 262.5 kcal/mol

Last column: Mulliken charge in e.
Positions of all 72 atoms, in Å:
N (4.2139, -4.7350, 0.1316)  -0.559
C (5.1011, -4.8785, 1.0846)  -0.157
C (4.9793, -4.7037, 2.4647)  -0.262
C (3.7889, -4.2897, 2.8893)  -0.372
C (2.7938, -3.9857, 1.9153)  -0.054
C (3.0117, -4.2667, 0.5275)  -0.300
H (5.9916, -5.4028, 0.7848)  0.359
H (5.7557, -5.0035, 3.2039)  0.324
H (3.6482, -3.9469, 4.0322)  0.223
H (1.8582, -3.4242, 2.2188)  0.339
H (2.2655, -3.9467, -0.2022)  0.458
N (-0.2298, -2.4010, -0.2976)  -0.419
C (-1.2268, -2.3743, -1.1790)  -0.499
C (-1.6985, -1.2004, -1.9297)  -0.651
C (-1.0107, 0.0787, -1.5558)  -0.204
C (-0.0325, -0.0220, -0.4947)  -0.472
C (0.3436, -1.2413, 0.0438)  0.171
H (-1.6866, -3.3107, -1.2924)  0.448
H (-2.5322, -1.4582, -2.5691)  0.576
H (-1.5061, 1.0088, -1.8307)  0.498
H (0.2629, 0.8695, 0.0659)  0.456
H (1.0647, -1.2821, 0.9742)  0.142
N (-5.2568, 1.7567, -2.3493)  -0.639
C (-5.6534, 1.3212, -3.5550)  -0.367
C (-5.7677, 0.0244, -3.9748)  -0.295
C (-5.4347, -1.0166, -3.0906)  -0.495
C (-4.9413, -0.6100, -1.8032)  -0.528
C (-4.8515, 0.7454, -1.4497)  -0.757
H (-5.6618, 2.0856, -4.0801)  0.635
H (-6.3842, -0.1798, -4.9560)  0.240
H (-5.4697, -2.0001, -3.3533)  0.536
H (-4.6511, -1.1817, -1.0417)  0.804
H (-4.5177, 0.8642, -0.5635)  0.915
N (2.5806, 2.0684, 1.4731)  -0.371
C (1.5061, 2.4726, 2.1928)  -0.504
C (1.1780, 1.9491, 3.4449)  -0.317
C (1.9921, 1.0711, 4.0724)  -0.162
C (3.2894, 0.8025, 3.4825)  -0.809
C (3.4589, 1.3768, 2.0661)  -0.142
H (1.0484, 3.0991, 1.4470)  0.578
H (0.3228, 2.2730, 4.1981)  0.221
H (1.7344, 0.7525, 5.0658)  0.462
H (4.0828, 0.1960, 3.8522)  0.416
H (4.2434, 1.3767, 1.4451)  0.616
C (4.1075, 1.2290, -4.1825)  -0.341
C (5.1551, 2.2726, -4.5799)  -0.685
C (5.5006, 3.2509, -3.6309)  0.665
C (4.7973, 3.3300, -2.4182)  -1.079
C (3.7023, 2.5161, -2.1477)  -0.804
C (3.3187, 1.4687, -3.0547)  0.412
O (2.1047, 0.7637, -3.0846)  -0.496
O (6.5934, 4.0551, -3.7581)  -0.526
H (4.0350, 0.2101, -4.7148)  0.287
H (5.7932, 2.0004, -5.3674)  0.356
H (5.1209, 3.9634, -1.8683)  0.790
H (3.2372, 2.5048, -1.2786)  0.787
H (1.5568, 0.9127, -2.2826)  0.250
H (6.7883, 4.0834, -4.7892)  0.343
C (-5.1015, -0.6291, 2.0912)  -0.084
C (-5.9309, 0.3019, 2.8773)  -0.727
C (-5.2940, 1.5070, 3.3509)  0.706
C (-3.9538, 1.7690, 3.0302)  -0.424
C (-3.2139, 0.9211, 2.2637)  -0.449
C (-3.7951, -0.3504, 1.7822)  0.073
O (-3.0793, -1.3194, 1.2951)  -0.509
O (-6.0468, 2.4778, 3.9071)  -0.544
H (-5.6047, -1.7263, 1.8284)  0.171
H (-6.9792, 0.0663, 3.0765)  0.295
H (-3.2637, 2.6223, 3.4578)  0.201
H (-2.2747, 1.2053, 1.9583)  0.718
H (-2.2646, -0.9788, 0.7974)  0.225
H (-7.0114, 2.2419, 3.9335)  0.310

---

2.
A structure of composition C32H32N4O5SSn at a distorted geometry. Source: the Open Molecules 2025 dataset; level of theory: wB97M-V/def2-TZVPD.

Output
Net charge = +1
Maximum force = 1.4 eV Å⁻¹
Multiplicity = 2
Frontier orbital gap (alpha / beta) = 7.7 / 6.0 eV

Last column: natural (NBO) charge in e.
Positions of all 75 atoms, in Å:
Sn (0.7489, 0.1175, -0.0646)  1.725
C (-2.0358, 1.2657, -2.2158)  -0.632
C (-2.1495, 2.3210, -1.1439)  -0.027
C (-2.4497, 3.6384, -1.4728)  -0.196
C (-2.6054, 4.5968, -0.4868)  -0.180
C (-2.4711, 4.2470, 0.8488)  -0.194
C (-2.1790, 2.9419, 1.2207)  -0.003
C (-2.0539, 2.5470, 2.6694)  -0.632
C (-2.0190, 1.9968, 0.2059)  0.068
N (-1.6221, 0.6689, 0.5739)  -0.466
C (-2.4251, -0.2751, 0.8133)  0.344
C (-3.9106, -0.1955, 0.6491)  -0.701
C (-1.8145, -1.5905, 1.2698)  0.329
C (-2.6864, -2.5739, 1.9881)  -0.700
N (-0.5907, -1.7779, 1.0178)  -0.434
C (0.0786, -3.0331, 1.2294)  0.066
C (0.0510, -3.9397, 0.1637)  -0.007
C (-0.6945, -3.6137, -1.1047)  -0.623
C (0.7234, -5.1448, 0.3144)  -0.208
C (1.4123, -5.4315, 1.4809)  -0.171
C (1.4320, -4.5135, 2.5177)  -0.211
C (0.7615, -3.2997, 2.4153)  -0.009
C (0.7640, -2.3251, 3.5639)  -0.636
H (-1.8480, 1.7250, -3.1857)  0.237
H (-2.9636, 0.6912, -2.2941)  0.226
H (-1.2316, 0.5521, -2.0198)  0.202
H (-2.5678, 3.9056, -2.5163)  0.220
H (-2.8307, 5.6200, -0.7574)  0.228
H (-2.5899, 4.9980, 1.6201)  0.224
H (-2.1649, 3.4161, 3.3137)  0.235
H (-1.0821, 2.0930, 2.8698)  0.227
H (-2.8182, 1.8174, 2.9484)  0.209
H (-4.1784, 0.6895, 0.0770)  0.258
H (-4.4082, -0.1397, 1.6202)  0.256
H (-4.2793, -1.0872, 0.1406)  0.248
H (-3.3325, -2.0629, 2.7021)  0.246
H (-2.0770, -3.3105, 2.5054)  0.260
H (-3.3277, -3.1042, 1.2786)  0.256
H (-0.3138, -2.6978, -1.5630)  0.232
H (-1.7612, -3.4676, -0.9163)  0.203
H (-0.5867, -4.4157, -1.8315)  0.237
H (0.7032, -5.8662, -0.4933)  0.224
H (1.9303, -6.3765, 1.5828)  0.225
H (1.9666, -4.7417, 3.4317)  0.221
H (1.1183, -2.8071, 4.4733)  0.230
H (-0.2291, -1.9115, 3.7511)  0.209
H (1.4164, -1.4790, 3.3542)  0.232
O (2.7517, -0.6502, 0.2493)  -0.662
N (3.5321, -0.0263, 1.1366)  0.009
C (4.8648, -0.2262, 1.0195)  0.044
C (5.7406, 0.3793, 1.8710)  -0.242
C (5.2435, 1.2025, 2.8838)  -0.132
C (3.8871, 1.3839, 2.9944)  -0.222
C (3.0106, 0.7632, 2.0989)  0.056
S (1.3076, 0.9691, 2.2146)  -0.194
H (5.1531, -0.8881, 0.2181)  0.249
H (6.7996, 0.2152, 1.7398)  0.249
H (5.9163, 1.6990, 3.5693)  0.242
H (3.4586, 2.0227, 3.7528)  0.249
O (1.7383, 4.0317, -1.4394)  -0.555
C (1.4927, 2.8620, -1.5674)  0.783
O (1.4840, 2.0064, -0.5534)  -0.865
C (1.1146, 2.3136, -2.9247)  -0.152
C (0.6003, 3.1756, -3.8893)  -0.137
C (0.1184, 2.6767, -5.0916)  -0.204
C (0.1009, 1.3082, -5.3346)  -0.201
C (0.6216, 0.4736, -4.3685)  0.089
C (1.1835, 0.9598, -3.2050)  -0.201
N (0.5011, -0.9859, -4.5115)  0.522
O (0.4504, -1.6344, -3.4755)  -0.410
O (0.4260, -1.4539, -5.6215)  -0.332
H (0.5912, 4.2381, -3.6834)  0.253
H (-0.2685, 3.3535, -5.8415)  0.236
H (-0.3129, 0.8951, -6.2441)  0.256
H (1.6844, 0.2682, -2.5419)  0.229